Record 1
4 unconnected molecules or ions with the total composition C28H63BrCl2N5O8S. Source: the Open Molecules 2025 dataset; level of theory: the ωB97M-V functional and the def2-TZVPD basis.

Last column: Löwdin charge in e.
Positions of all 108 atoms, in Å:
1 H -4.5775 -0.8229 -3.2791  0.117
2 H 1.8939 0.0504 3.3706  0.092
3 H -2.4872 -6.1946 1.7214  0.126
4 O 0.6690 -6.9951 0.8333  -0.199
5 H -6.8134 -1.4262 -0.7735  0.075
6 H -9.6688 -2.8057 -1.3379  0.092
7 H -3.7198 -2.3347 -3.5448  0.119
8 C 4.7579 4.0376 -0.4645  -0.147
9 H 8.4437 3.1786 -2.9814  0.090
10 C 0.6223 3.0094 0.2162  -0.218
11 H 8.1416 5.4616 0.3856  0.099
12 H -0.0863 2.9737 -2.6712  0.176
13 C -5.8254 -3.9208 -2.8456  -0.202
14 C -1.5532 -3.5833 2.0755  -0.188
15 H 7.2064 3.1548 0.4503  0.064
16 H -5.8397 -2.6769 0.0731  0.096
17 C -7.2622 -4.4648 -2.8774  -0.198
18 H -0.4858 -7.5826 2.4978  0.124
19 O 5.6829 5.1147 -0.3891  -0.190
20 H -1.9525 -2.0000 0.6959  0.098
21 H 7.4432 3.0261 -1.5462  0.064
22 H -3.7681 3.9331 2.2570  -0.136
23 H -3.3916 1.9009 -0.6848  0.133
24 H 4.3712 3.9927 -1.4846  0.091
25 O -4.8024 -0.9851 -0.6117  -0.217
26 C -5.9737 -1.6054 -0.1003  -0.081
27 H -1.4864 -5.6147 0.3702  0.096
28 H 5.2469 3.0872 -0.2435  0.053
29 H -1.8385 2.3930 -2.2953  0.178
30 H 9.6222 3.4964 2.0741  0.117
31 H -6.4998 -2.0027 -2.6783  0.068
32 H 7.8858 5.4504 2.1457  0.126
33 H 0.0634 -4.8086 2.1446  0.067
34 H -2.9828 0.7334 2.2831  0.066
35 H -9.6374 -3.4196 -3.0020  0.091
36 O -0.1658 5.2115 -0.6682  -0.159
37 H 5.4125 4.9837 1.6987  0.118
38 H -7.2198 -5.5493 -2.7278  0.122
39 H 1.5661 -3.1437 -0.7326  0.089
40 H 10.9383 3.1192 0.1012  0.122
41 C 6.0805 5.4272 0.9515  -0.198
42 C -1.4609 -5.9478 1.4096  -0.202
43 H -2.7060 3.1916 0.5038  0.054
44 H 9.9966 4.5501 -0.2389  0.109
45 C 7.5446 5.0260 1.1893  -0.202
46 H 0.6716 0.4629 -0.6341  0.125
47 C 9.9144 3.4713 -0.0724  -0.213
48 H -1.1138 -2.9105 2.8225  0.117
49 C 1.6704 1.0894 3.9178  -0.123
50 H -2.2843 4.7357 -0.9732  0.187
51 O 9.4756 2.8025 -1.2566  -0.179
52 N 7.7008 3.5676 1.2369  -0.060
53 Cl -0.8949 2.5563 3.2846  0.637
54 C 8.3862 3.4289 -1.9190  -0.100
55 H -0.3179 5.4996 -3.0219  0.130
56 C -4.0116 -1.8191 -1.4610  -0.222
57 H 0.2285 -4.3060 -0.7156  0.095
58 N -0.9386 -4.8978 2.2918  -0.051
59 C -0.0239 4.4967 0.6163  -0.574
60 C 0.7890 -3.5905 -0.1073  -0.090
61 H -6.2212 -1.1323 0.8534  0.088
62 Br 1.2966 5.5662 1.7118  0.748
63 H 6.0048 6.5159 1.0494  0.121
64 C -0.9179 2.9676 -1.8135  -0.002
65 H -3.0106 -1.3711 -1.4627  0.095
66 H 1.5262 3.3180 -0.5065  0.174
67 H 9.0743 2.0269 1.2790  0.118
68 C -9.0226 -3.0089 -2.1943  -0.109
69 C 1.7582 -6.9486 1.7459  -0.109
70 C 0.7899 1.9660 2.8105  -0.552
71 Cl 3.0836 1.5481 1.1613  0.606
72 C -1.3057 1.3175 0.0227  -0.130
73 H -5.4300 -4.0899 -1.8421  0.096
74 H 0.1046 0.8514 -2.1512  0.131
75 H -1.5535 0.4352 -0.7459  0.152
76 N -0.2752 2.1695 -0.6611  -0.310
77 H 2.6853 -6.9670 1.1694  0.091
78 H -4.5185 0.6352 1.0896  0.070
79 H -8.5718 -2.0669 -2.5118  0.072
80 O -0.0296 -2.5447 0.3971  -0.205
81 O -1.2581 5.2593 -2.7676  -0.034
82 H 2.7139 1.5537 4.1630  0.094
83 C 9.0972 3.1200 1.1874  -0.195
84 C -4.4905 -1.8581 -2.9264  -0.191
85 C -3.6472 1.3049 1.4993  -0.496
86 N 0.5888 1.2631 -1.3230  0.093
87 H -7.7416 -4.2862 -3.8467  0.124
88 C -0.5951 -7.2159 1.4708  -0.198
89 C -2.7525 2.0402 0.3142  -0.227
90 H 1.7497 -7.8152 2.4152  0.091
91 H -1.7936 -3.5349 -0.1218  0.101
92 H -2.6236 -3.6496 2.3068  0.119
93 C -1.2104 4.5357 -1.4523  -0.277
94 H -3.8886 -2.8165 -1.0270  0.100
95 N -5.7820 -2.4977 -3.2012  -0.050
96 H 1.0393 0.7987 4.8759  0.098
97 H 1.7387 -6.0269 2.3301  0.071
98 H 3.9159 4.1919 0.2183  0.032
99 H -1.0455 4.4250 1.1764  0.093
100 C 1.3448 2.2307 1.4589  -0.506
101 H 8.4061 4.5181 -1.8218  0.090
102 S -4.4900 2.7405 2.4371  0.620
103 H -5.2088 -4.4842 -3.5624  0.126
104 O -8.0259 -3.9371 -1.7860  -0.199
105 H 1.2938 -4.0975 0.7165  0.073
106 C -1.3739 -2.9315 0.6894  -0.226
107 H -1.0979 -8.0005 0.8945  0.122
108 H -0.9658 0.7757 1.0028  0.133

* net charge: +1
* frontier orbital gap: 7.29 eV

***

Record 2
A molecular structure, C6H12N3. Source: the Open Molecules 2025 dataset; level of theory: the ωB97M-V functional and the def2-TZVPD basis.

Last column: Löwdin charge in e.
Positions of all 21 atoms, in Å:
1 H 2.5156 -1.1202 0.8030  0.123
2 H 2.2336 -1.2180 -1.0758  0.167
3 H 2.8682 1.0446 -1.1664  0.130
4 N -2.8083 1.1055 0.2406  0.044
5 C 1.9879 -0.6308 -0.0600  -0.121
6 C 0.0552 0.8767 0.0943  0.002
7 C -1.8588 -0.9651 -0.1022  -0.198
8 H 0.9919 2.7186 -0.3062  0.105
9 H -0.4469 -2.4902 0.0539  0.211
10 C 2.3669 0.8665 -0.1607  -0.188
11 C 1.0897 1.6731 -0.1702  -0.044
12 N -0.5089 -1.4956 -0.2667  0.103
13 H -2.7679 1.9429 -0.2611  0.091
14 H -2.8770 1.1573 1.2509  0.115
15 H -2.5579 -1.1969 -0.9531  0.170
16 H -0.2271 -1.4429 -1.1891  0.137
17 C 0.4987 -0.5058 0.3940  -0.251
18 H 3.1779 1.1901 0.6525  0.163
19 N -1.8026 0.4238 -0.3295  -0.133
20 H 0.2922 -0.7409 1.5266  0.188
21 H -2.2225 -1.1927 1.0252  0.186

* net charge: +1
* frontier orbital gap: 9.22 eV
* relative energy (zero: lowest compared OMol25 entry of this formula, charge and spin): 137.3 kcal per mole

***

Record 3
20 unconnected molecules or ions with the total composition H39O20. Source: the Open Molecules 2025 dataset; level of theory: the ωB97M-V functional and the def2-TZVPD basis.

Last column: Löwdin charge in e.
Positions of all 59 atoms, in Å:
1 O -2.5176 0.0332 0.0692  -0.074
2 O -1.8439 -2.8669 -2.6892  -0.158
3 H -1.4152 -3.2214 -1.4644  0.010
4 H -1.4661 -4.3762 -0.1654  -0.039
5 O -0.2015 -2.0332 3.8153  -0.109
6 H 1.3316 -3.2049 -3.8937  0.065
7 O 2.7655 -1.3232 4.0778  -0.028
8 H 0.6687 -1.6398 0.7899  0.026
9 H -1.4788 0.4391 4.9304  0.055
10 H 2.5914 -0.4066 3.8972  -0.027
11 H 1.1682 -0.4320 -3.4251  0.001
12 H 0.8266 0.9286 4.2263  0.039
13 H 1.8791 1.4414 3.2741  0.024
14 H 2.0540 0.8392 -1.5165  0.088
15 O -2.1432 2.0889 -3.1746  -0.095
16 O -1.1696 -3.6048 -0.4658  -0.103
17 O 1.0166 0.1581 -2.7256  -0.170
18 H -0.6951 -0.0757 3.7455  0.024
19 H 0.9781 3.4963 -2.0280  0.039
20 H -2.6171 2.8922 -3.4747  0.074
21 H 0.7498 -3.9328 -0.8421  -0.017
22 H 1.6605 -2.7443 -0.5238  0.035
23 H 0.8329 -2.5492 -2.4890  0.058
24 O -1.9200 3.7637 -0.0768  -0.021
25 H -1.2084 2.1062 3.0976  -0.016
26 O 1.0693 2.0477 1.1247  -0.060
27 H -1.8390 0.0589 -2.9877  -0.019
28 O 0.5732 2.4324 -3.4773  -0.140
29 H -2.1956 3.6900 0.8285  0.011
30 H -1.3025 -2.8300 -3.5452  0.075
31 O 1.8270 1.1038 4.1728  -0.078
32 O 1.5404 -3.5327 -1.1403  -0.077
33 O -1.3173 -0.4135 -2.3789  -0.225
34 H -1.3538 -0.8763 0.8159  0.064
35 H 0.7728 -2.0959 3.7940  0.013
36 H 1.0097 1.5535 -3.3003  -0.022
37 O 2.6635 0.7338 -0.6484  -0.106
38 H -0.5149 2.3569 1.6612  0.051
39 O -1.4123 2.3675 2.2043  -0.119
40 O -0.8564 0.6859 4.2879  -0.020
41 H -0.3893 2.3216 -3.6998  0.020
42 O 0.7100 -2.5418 -3.5120  -0.128
43 H -1.3461 -2.3659 0.8916  0.097
44 H 1.1117 2.8968 0.8629  -0.049
45 H -1.1252 3.3754 -0.1966  -0.081
46 H -1.8397 -1.7775 -2.4080  0.071
47 H 0.4642 4.7867 -1.2841  0.090
48 H 3.6091 -1.5287 4.3723  0.003
49 H -0.0060 -0.2927 -2.4376  0.047
50 O 0.7178 3.8162 -1.1023  -0.123
51 H -2.4836 0.7741 0.6771  0.025
52 H 2.2617 -0.0510 -0.3297  -0.048
53 H -0.5449 -1.9759 2.8668  0.007
54 H -2.1113 0.1907 -0.8509  0.049
55 H 2.0145 -1.3910 1.5754  0.076
56 H -2.0634 2.1822 -2.1567  0.093
57 O -0.7970 -1.5965 1.3042  -0.138
58 H 1.6474 1.5635 0.4018  0.063
59 O 1.6597 -1.4441 0.6460  -0.104

* net charge: -1
* frontier orbital gap: 9.64 eV
* relative energy (zero: lowest compared OMol25 entry of this formula, charge and spin): 49.6 kcal per mole

***

Record 4
A molecular structure, C16H22CrFN3O3Se. Source: the Open Molecules 2025 dataset; level of theory: the ωB97M-V functional and the def2-TZVPD basis.

Last column: Löwdin charge in e.
Positions of all 47 atoms, in Å:
1 F 2.1684 -5.0800 2.4376  0.076
2 H 2.8083 -1.5825 -0.2143  0.130
3 C 2.2616 -2.8944 3.3654  0.037
4 H -2.5278 -2.1736 -3.5882  0.102
5 O -0.4654 -0.9275 -0.8941  -0.068
6 C -1.9865 4.4474 0.6339  -0.008
7 N 0.8154 -4.0000 0.3203  0.132
8 C 0.3686 0.9011 -2.1945  -0.072
9 H 2.4215 -3.3468 4.3348  0.136
10 C -0.0792 2.5885 -0.5223  -0.067
11 H -1.9102 -2.3872 -1.9405  0.095
12 C 2.1829 -1.7686 0.6556  -0.124
13 H -1.6082 5.1656 1.3635  0.109
14 H 2.7219 -0.9458 3.9780  0.128
15 C -2.6268 2.7775 2.3198  0.012
16 C 1.7960 -3.7715 2.2931  -0.374
17 H 1.3151 0.7187 -2.7092  0.156
18 H 2.4974 1.0668 2.4968  0.089
19 N -0.8800 -0.9860 -3.1040  -0.112
20 H 0.3553 -0.2252 -4.6467  0.101
21 H -2.4310 1.7623 2.6430  0.095
22 H -0.6935 2.9624 -1.3420  0.134
23 H -0.2202 1.5904 -2.8030  0.137
24 C -1.6287 -2.2365 -2.9778  0.008
25 O 0.6799 1.4651 -0.9349  -0.136
26 H -3.6823 2.8840 2.0712  0.104
27 H 0.6284 3.3676 -0.2311  0.159
28 C 1.8010 -3.1451 0.9225  -0.271
29 H -1.4627 4.6010 -0.3057  0.085
30 H -1.0294 -3.0834 -3.3149  0.109
31 C 2.3885 -0.9746 1.8324  -0.381
32 N -1.8214 3.0945 1.1410  -0.116
33 C -0.3646 -0.4171 -2.0245  -0.369
34 H -1.2712 0.4854 -4.5837  0.103
35 C -0.9349 2.2245 0.6852  -0.359
36 Se -0.7074 -2.0471 2.0537  0.867
37 C 2.4391 -1.5862 3.1514  -0.031
38 Cr 0.5688 -0.3602 0.8085  0.567
39 C 0.4729 -3.4861 1.6504  -0.556
40 H -2.3816 3.4662 3.1290  0.107
41 H 0.2911 -3.5398 -0.4214  0.092
42 H -3.0468 4.6431 0.4789  0.105
43 O -0.7550 1.1172 1.2194  -0.057
44 H 2.8810 0.8089 0.7416  0.088
45 H -1.0404 -1.1628 -5.1648  0.101
46 C -0.6952 -0.4313 -4.4415  -0.012
47 C 2.3875 0.4211 1.6321  -0.052

* net charge: +1
* multiplicity: 2
* frontier orbital gap (spin up / spin down): 6.49 / 7.20 eV

***

Record 5
A molecular structure, C24H62B2CrF14N5O11S2. Source: the Open Molecules 2025 dataset; level of theory: the ωB97M-V functional and the def2-TZVPD basis.

Last column: Löwdin charge in e.
Positions of all 121 atoms, in Å:
1 C -4.6059 1.4806 -1.0186  -0.650
2 C 4.3668 -2.4168 3.6126  -0.075
3 H 4.4619 -2.9551 4.5566  0.088
4 O -2.4363 3.5974 -4.4837  -0.216
5 H -0.3944 -5.3161 1.8193  0.079
6 H 5.2184 2.0251 1.3344  0.085
7 H -0.7603 -3.7522 -3.0505  0.093
8 H -0.6433 0.4317 -2.6171  0.090
9 O -3.6222 3.7104 -2.1438  -0.274
10 H 1.3374 5.1587 2.3745  0.081
11 F 1.1826 -0.2626 0.9738  0.198
12 H 6.2714 0.1906 3.4351  0.131
13 H 2.4592 3.8339 2.8742  0.075
14 C 0.1455 -4.5877 2.4310  -0.091
15 F 2.8882 1.1447 -2.8685  0.176
16 H 2.4207 4.2455 0.2329  0.131
17 F 1.2162 2.4489 -1.9429  0.061
18 C 0.0906 0.0170 5.2159  -0.386
19 H 0.5204 0.0867 -4.3549  0.099
20 H -3.5654 5.2256 -4.9122  0.093
21 C -3.3986 4.2253 -5.3067  -0.094
22 C 4.5622 1.1818 1.1011  -0.054
23 H -0.3871 0.4064 -5.8501  0.098
24 C -5.2990 -4.3376 -5.3457  -0.112
25 H -1.8080 0.0656 4.1155  0.076
26 H -2.1161 0.9597 -2.6446  0.088
27 H 5.8581 -0.9725 2.2114  0.117
28 H 2.6455 1.3873 3.2799  0.017
29 H -1.9223 -0.4539 5.7989  0.077
30 H 0.5610 0.2854 3.2156  0.062
31 C -1.3569 -2.8859 -2.7681  -0.050
32 F -5.9073 1.5660 -0.9120  0.188
33 H -5.0714 -5.3815 -5.0993  0.083
34 F -3.3954 5.4704 1.9799  0.179
35 C 4.5762 -1.9185 -2.3457  -0.085
36 F -4.3485 1.1348 -2.2819  0.113
37 H -3.1589 1.7177 -4.4929  0.128
38 F -1.3009 5.4341 1.3270  0.141
39 N -1.1522 1.3170 -2.6729  0.051
40 H -0.1378 -1.9885 4.2804  0.111
41 O -3.6755 2.5225 2.0852  -0.238
42 B 2.4356 2.4264 -2.6710  -1.238
43 F 2.0548 2.9813 -3.9418  0.076
44 C 0.4203 -1.4665 5.0623  -0.173
45 H -0.3640 -4.5716 3.3976  0.060
46 C -2.2383 2.2316 -4.7964  -0.186
47 O -1.2483 2.3026 2.0602  -0.271
48 N -2.3009 2.9263 -0.2208  -0.380
49 H -2.9219 -4.7152 -4.0463  0.131
50 H 4.9910 0.5890 0.2904  0.076
51 C -2.5610 -2.6202 -3.6259  -0.455
52 H 0.1756 -4.0075 5.4638  0.066
53 O -4.7368 4.0001 0.0016  -0.236
54 C -1.0060 1.6881 -4.1323  -0.309
55 H -0.0352 -3.9692 7.1393  0.088
56 H 5.0680 -2.8904 2.9229  0.088
57 H -0.1366 2.3518 -4.1936  0.132
58 B 0.0137 -0.2124 0.2608  -1.271
59 S -3.8282 3.2350 -0.7970  0.652
60 H -1.6724 -2.9235 -1.7229  0.088
61 H -2.9425 4.3152 -6.2970  0.093
62 H 0.4194 0.3842 6.1873  0.141
63 C 1.5574 4.0943 2.3182  -0.032
64 H 5.1314 -0.9845 -2.2999  0.070
65 O 3.2042 -3.6192 -1.3835  -0.087
66 O 0.9176 -3.3512 0.6292  -0.070
67 H -3.7048 -1.5726 -2.2946  0.081
68 H -0.7395 -2.7722 1.7806  0.115
69 H 3.9945 1.0413 4.2210  0.064
70 H -5.4375 -4.3921 -6.4247  0.084
71 F -0.1832 1.1276 -0.1772  0.062
72 H -1.1200 -0.4436 -4.5768  0.062
73 H -0.6825 -2.0346 -2.8564  0.051
74 N 0.7167 0.7459 4.1094  0.050
75 F -1.1432 -0.5491 1.0049  0.128
76 C -0.4426 0.3988 -4.7611  -0.016
77 Cr -0.6411 2.7163 -1.2175  1.213
78 C 0.2561 -3.2081 1.8896  -0.319
79 C 3.5596 -2.2413 -1.2873  -0.328
80 H 3.7118 1.6949 0.6452  0.045
81 S -2.4104 2.9788 1.5546  0.734
82 F -1.8798 4.9294 3.3291  0.169
83 C 0.4725 -3.4218 6.3429  -0.126
84 H 2.7085 -1.5566 -1.3717  0.096
85 F 3.3279 3.3046 -2.1090  0.170
86 O 0.0789 -2.0801 6.3235  -0.189
87 H 2.7184 -3.8830 -0.5952  0.052
88 O 4.9416 -1.1621 4.0200  -0.223
89 H -3.9469 -1.1558 -3.8505  0.079
90 H 1.4980 -1.6515 5.0056  0.122
91 H -6.2558 -4.1416 -4.8573  0.084
92 F 0.0471 -1.0132 -0.8753  0.147
93 H 1.5550 -3.5136 6.4775  0.090
94 H 3.9455 -2.1835 -0.2634  0.108
95 C 4.2383 0.4514 2.3827  -0.424
96 H 4.1194 -1.8571 -3.3383  0.073
97 H 0.4342 4.8449 0.0983  0.113
98 O 0.4533 3.8823 0.1762  -0.190
99 H 1.1205 -5.0824 2.4593  0.084
100 C -3.4990 -3.8172 -3.8145  -0.189
101 C -1.4311 0.2494 5.1214  -0.051
102 H -2.1703 2.1009 -5.8807  0.137
103 C 5.4211 -0.3228 2.9809  -0.192
104 H 0.7646 3.4883 2.7521  0.050
105 H 3.3352 -2.2908 3.2903  0.069
106 H -1.6333 1.2713 5.4448  0.077
107 H -4.3647 3.7164 -5.3474  0.095
108 H 0.7960 -2.5964 2.6210  0.085
109 H 3.5018 -0.3383 2.1927  0.112
110 N 3.6537 1.4157 3.3432  0.062
111 H 0.7586 -2.5144 0.1763  0.040
112 O -4.2720 -3.4533 -4.9488  -0.201
113 C -2.2425 4.8487 2.0560  -0.643
114 N -3.2305 -1.4057 -3.1769  0.058
115 H 0.1862 1.6056 4.0067  0.048
116 H 1.9389 2.5848 0.7470  0.098
117 C 1.7456 3.6500 0.8465  -0.165
118 H 5.1861 -2.8255 -2.3696  0.076
119 H -4.1347 -3.8966 -2.9256  0.132
120 F -4.1036 0.6092 -0.1621  0.168
121 H -2.2319 -2.5155 -4.6662  0.135

* multiplicity: 4
* frontier orbital gap (spin up / spin down): 4.34 / 5.85 eV

***

Max |F|, respectively: 4.14 4.72 6.16 1.50 4.03 eV/A.